Record 1
Formula: C30H25Cl2F5HfN3O2PSSe
Source: the Open Molecules 2025 dataset
Level of theory: ωB97M-V with the def2-TZVPD basis set

```
71
Properties=species:S:1:pos:R:3:forces:R:3
Hf -10.916 -15.495 -3.707 1.2 1.4 -0.4
N -12.332 -15.232 -5.592 1.0 -0.6 -0.3
C -11.802 -15.954 -6.794 -0.5 0.7 -1.0
C -12.714 -16.502 -7.697 0.2 0.2 -0.6
C -12.276 -16.928 -8.976 -0.2 0.2 0.8
C -10.936 -16.854 -9.325 0.2 0.7 0.5
C -9.997 -16.378 -8.371 -0.5 -0.9 -1.3
C -10.438 -15.938 -7.133 0.3 -0.9 1.0
P -9.110 -15.727 -5.882 -1.0 0.7 0.0
C -8.089 -17.235 -5.841 0.2 -0.2 -0.1
C -6.874 -17.199 -5.142 0.5 -0.9 -0.6
C -5.858 -18.185 -5.353 -2.6 1.4 0.8
C -6.096 -19.229 -6.223 0.4 0.1 -0.3
C -7.324 -19.298 -6.870 -1.0 0.1 0.7
C -8.365 -18.369 -6.606 0.7 -1.1 -1.0
C -8.222 -14.442 -6.825 -0.6 1.4 -0.3
C -6.958 -14.645 -7.310 1.0 -0.6 0.1
C -6.353 -13.742 -8.234 0.7 -1.7 1.4
C -7.029 -12.647 -8.637 -0.7 1.9 -0.8
C -8.344 -12.394 -8.155 0.0 -0.9 0.0
C -8.950 -13.274 -7.277 0.6 -0.7 0.4
H -13.264 -15.591 -5.503 -0.7 -0.4 0.5
H -12.493 -14.218 -5.702 0.5 -0.4 -0.6
H -13.788 -16.531 -7.489 0.4 0.1 0.1
H -13.017 -17.275 -9.698 0.2 0.0 0.3
H -10.655 -17.092 -10.348 0.2 -0.1 0.3
H -8.914 -16.440 -8.608 -0.9 0.3 0.2
H -6.721 -16.424 -4.408 0.3 0.3 0.0
H -5.073 -18.120 -4.652 1.3 -0.2 0.2
H -5.327 -19.990 -6.383 -0.4 0.2 0.0
H -7.538 -20.165 -7.485 -0.1 0.1 0.0
H -9.350 -18.616 -7.036 0.6 0.6 0.1
H -6.412 -15.544 -6.942 -0.2 0.9 -0.6
H -5.312 -13.954 -8.500 -0.5 0.2 -0.2
H -6.558 -11.911 -9.331 -0.5 -0.7 0.6
H -8.952 -11.578 -8.525 0.3 0.2 0.0
H -9.969 -13.057 -6.932 0.4 -0.2 -0.1
F -5.307 -12.222 -3.311 0.0 -0.2 0.0
C -6.619 -12.253 -3.260 -1.2 0.3 0.3
C -7.310 -12.462 -2.075 0.8 0.0 0.2
F -6.566 -12.692 -0.976 -0.7 0.2 -0.2
C -8.706 -12.433 -2.048 0.4 -0.5 0.8
F -9.309 -12.592 -0.854 0.2 -0.5 -0.3
C -9.473 -12.295 -3.183 0.7 0.2 -0.7
Se -11.269 -12.959 -3.246 -0.4 0.6 0.1
C -8.771 -11.815 -4.314 -0.2 0.5 0.0
F -9.417 -11.120 -5.277 0.3 -1.2 0.4
C -7.388 -11.877 -4.355 1.1 0.7 -1.7
F -6.684 -11.474 -5.461 -1.1 -0.3 1.1
C -7.167 -15.420 0.213 0.6 -0.3 0.1
N -8.572 -15.710 0.450 -1.3 0.6 -0.4
C -9.190 -15.490 1.799 0.8 -0.8 -0.9
C -10.632 -15.803 1.534 -1.6 -0.5 0.6
N -10.732 -16.049 0.059 -0.5 0.1 0.1
C -9.520 -15.971 -0.490 1.4 0.6 1.3
S -9.027 -16.187 -2.151 -0.2 -0.1 0.3
H -6.984 -14.960 -0.751 -0.2 -0.1 -0.1
H -6.594 -16.335 0.297 0.1 -0.3 -0.2
H -6.718 -14.757 0.953 -0.7 0.1 0.2
H -9.065 -14.480 2.165 0.4 0.3 -0.2
H -8.752 -16.196 2.509 0.1 0.2 -0.1
H -11.267 -14.988 1.912 0.0 -0.2 -0.7
H -10.939 -16.685 2.114 0.0 0.0 -0.5
H -11.604 -16.336 -0.436 1.3 0.4 0.7
Cl -14.641 -18.351 -4.321 0.5 0.3 1.0
C -13.375 -18.494 -3.017 -0.2 -2.7 -0.2
Cl -13.873 -18.556 -1.334 -0.5 0.3 -0.1
C -12.427 -17.391 -3.223 1.3 0.3 -2.6
O -11.383 -17.542 -4.024 -2.4 -0.1 1.9
O -12.702 -16.219 -2.794 0.7 -0.4 0.2
H -12.931 -19.511 -3.189 -0.1 1.3 -0.1
```
Forces are in eV/Å.

Results
Gap between HOMO and LUMO, Ha: 0.2670
Max |F|, Eh/bohr: 0.0596
HOMO, eV: -13.99
2S+1: 1
Energy above the lowest of the compared OMol25 structures with the same formula, charge and spin, kcal per mole: 0.0
Energy, hartree: -6081.2112
Net charge: +2


Record 2
Formula: C30H25CrNO5
Source: the Open Molecules 2025 dataset
Level of theory: ωB97M-V with the def2-TZVPD basis set

```
62
Properties=species:S:1:pos:R:3:forces:R:3
C 1.333 5.606 2.006 0.0 -0.1 -0.1
C 0.594 4.489 2.699 0.2 -0.4 -0.3
O 0.779 3.259 1.878 -0.1 -0.2 0.4
C 0.043 2.224 2.315 -1.0 0.8 1.0
C 0.388 0.836 1.787 2.6 0.3 2.2
C -0.292 -0.270 2.500 -0.9 -0.5 -0.2
N 1.745 0.789 1.484 -0.5 0.9 -0.2
C 2.620 -0.048 1.909 -0.6 -0.6 0.6
C 4.054 0.226 1.833 0.4 0.5 -0.3
C 5.005 -0.764 2.151 0.0 0.0 -0.3
C 6.369 -0.537 1.924 -0.4 0.5 0.0
C 6.789 0.719 1.438 -0.3 -0.3 0.1
C 5.857 1.746 1.209 -0.3 -0.4 0.3
C 4.495 1.512 1.442 0.5 -0.3 -0.3
O -0.861 2.393 3.123 1.0 -0.8 -0.5
H 1.259 6.517 2.612 0.0 -0.2 -0.1
H 2.395 5.353 1.886 -0.3 0.1 0.0
H 0.879 5.800 1.027 0.2 0.0 0.2
H 1.020 4.280 3.692 -0.3 0.0 -0.3
H -0.477 4.690 2.789 0.2 -0.1 0.0
H -1.313 0.041 2.703 0.0 -0.1 0.3
H -0.341 -1.165 1.877 0.2 -0.1 0.2
H 0.190 -0.504 3.432 0.4 -0.1 0.5
H 2.306 -0.969 2.436 0.2 0.2 0.0
H 4.646 -1.717 2.554 0.2 0.2 -0.3
H 7.097 -1.330 2.121 -0.3 0.4 0.0
H 7.854 0.895 1.262 -0.4 -0.1 0.0
H 6.188 2.723 0.849 -0.1 -0.3 0.2
H 3.761 2.304 1.304 0.1 -0.3 -0.1
O -4.910 -4.472 -4.470 3.8 1.0 0.8
C -3.825 -4.104 -4.237 -4.6 -0.9 -0.5
Cr -2.138 -3.290 -4.024 -1.2 -0.8 -1.9
C -3.076 -1.707 -3.739 -2.7 3.1 0.0
O -3.786 -0.783 -3.697 2.2 -2.4 0.1
C -2.337 -2.960 -5.880 -1.2 1.4 -3.5
O -2.647 -2.726 -6.972 1.1 -0.8 2.9
C -0.778 -4.932 -3.974 0.8 -1.2 -0.3
C -1.550 -4.929 -2.793 0.4 -0.2 0.2
C -1.608 -3.756 -2.017 -0.6 -0.7 1.2
C -0.757 -2.668 -2.293 1.0 2.7 3.2
C -0.607 -1.579 -1.326 -0.3 -2.2 -2.0
C -0.659 -0.585 -0.614 0.5 1.7 1.3
C -0.767 0.584 0.205 -1.5 -0.1 -3.7
C -2.159 0.961 0.522 1.2 0.1 0.1
C -2.478 2.266 0.926 -1.4 0.4 0.4
C -3.771 2.562 1.415 1.1 -0.2 -0.9
C -4.744 1.556 1.394 -0.7 0.7 0.8
C -4.454 0.284 0.923 0.9 -0.8 -0.9
C -3.159 -0.013 0.458 -1.3 0.2 0.7
C -0.175 -2.613 -3.568 1.6 1.0 -0.9
C -0.089 -3.762 -4.370 0.3 -0.3 0.1
H -0.749 -5.826 -4.622 -0.1 0.6 0.5
H -2.112 -5.816 -2.484 0.1 0.4 -0.3
H -2.223 -3.714 -1.117 0.2 -0.2 -0.3
H -0.017 1.388 0.036 -0.8 -0.5 -0.7
H -1.746 3.059 0.827 -0.1 -0.1 0.2
H -3.986 3.586 1.748 0.0 -0.6 -0.1
H -5.759 1.786 1.790 0.9 -0.2 -0.4
H -5.222 -0.491 0.847 0.2 0.4 0.2
H -2.899 -0.988 0.070 -0.2 -0.1 0.1
H 0.318 -1.689 -3.905 -0.2 -0.6 0.3
H 0.487 -3.728 -5.300 -0.4 -0.1 0.3
```
Forces are in eV/Å.

Results
Gap between HOMO and LUMO (spin up / spin down), Ha: 0.1734 / 0.2099
Max |F|, Eh/bohr: 0.0925
HOMO (spin up / spin down), eV: -8.14 / -11.46
⟨S²⟩: 3.808
2S+1: 4
Energy, hartree: -2633.1507
Net charge: +1


Record 3
Formula: C30H25F4N7O18S4V
Source: the Open Molecules 2025 dataset
Level of theory: ωB97M-V with the def2-TZVPD basis set

```
89
Properties=species:S:1:pos:R:3:forces:R:3
V 1.707 -3.199 0.154 -0.2 0.0 -1.1
N 3.215 -2.347 -0.885 0.3 4.3 -1.2
S 4.692 -2.718 -1.134 6.1 -5.6 -0.9
O 5.697 -2.157 -0.270 -1.4 -0.1 -0.9
O 5.051 -3.041 -2.521 -1.1 1.4 2.5
F 4.450 -4.173 -0.514 -0.2 -0.9 0.5
S 3.487 -0.766 -1.595 -4.4 6.6 -2.0
O 3.219 -0.708 -3.032 1.5 -1.4 2.4
O 4.383 0.230 -1.000 -0.9 -3.4 -0.8
F 2.078 -0.197 -1.090 0.2 -0.8 0.5
N 0.161 -1.989 0.496 -4.6 1.2 0.7
S -1.587 -2.248 0.388 -2.3 -4.8 -3.0
O -2.381 -1.292 -0.392 2.5 -1.7 2.2
O -2.166 -3.025 1.469 1.1 2.0 -1.0
F -1.270 -3.505 -0.637 -0.4 1.0 0.3
S -0.107 -0.621 1.280 4.5 3.7 4.1
O -0.752 -0.795 2.574 0.0 -0.1 -2.5
O -0.284 0.559 0.511 -0.6 -0.9 0.0
F 1.466 -0.489 1.748 -0.6 -0.4 -0.5
C 2.724 2.574 0.447 -1.5 0.6 -2.0
C 4.002 3.052 0.411 0.2 -0.7 1.8
C 4.382 4.116 -0.352 0.6 1.1 -0.8
C 3.506 4.695 -1.251 -1.6 -1.4 1.2
C 2.149 4.201 -1.304 1.8 0.7 0.1
C 1.789 3.171 -0.452 0.6 -0.5 0.6
N 3.946 5.723 -2.175 1.6 -1.4 -2.1
O 3.097 6.427 -2.658 -0.3 0.9 0.2
O 5.113 5.628 -2.629 -1.6 0.5 1.4
H 2.392 1.702 0.990 0.2 0.1 0.3
H 4.720 2.652 1.111 0.2 -0.1 0.0
H 5.385 4.485 -0.197 0.1 0.2 -0.4
H 1.481 4.644 -2.028 -0.2 -0.1 0.1
H 0.797 2.744 -0.462 -0.2 0.2 -0.2
C 0.252 1.057 4.688 -2.1 2.5 0.3
C -0.177 2.428 4.857 1.3 -1.1 -0.5
C 0.685 3.475 4.584 0.2 0.1 0.0
C 2.018 3.219 4.225 -0.6 -2.0 0.2
C 2.397 1.865 4.084 0.4 0.5 -1.0
C 1.516 0.783 4.243 0.0 0.9 1.3
N 2.966 4.313 3.962 1.0 0.6 -1.0
O 4.154 4.103 3.717 -1.0 -1.0 0.5
O 2.516 5.437 3.919 -0.7 0.1 0.4
H -0.540 0.334 4.815 0.3 -0.5 0.2
H -1.153 2.751 5.187 -0.3 -0.6 0.0
H 0.241 4.458 4.633 0.6 0.3 0.1
H 3.358 1.641 3.644 0.4 0.2 0.4
H 1.802 -0.258 4.229 0.4 0.2 -0.5
C -6.031 -0.687 -4.388 0.5 -0.2 0.4
C -5.389 0.033 -5.379 1.5 0.3 0.4
C -4.175 0.705 -5.079 -1.5 0.3 1.5
C -3.730 0.733 -3.717 -0.2 0.8 -1.8
C -4.378 0.014 -2.720 -0.3 0.9 -0.5
C -5.528 -0.682 -3.089 0.4 -0.6 0.0
N -2.592 1.723 -3.433 0.5 -1.2 0.0
O -2.029 2.238 -4.371 -0.6 0.1 -0.8
O -2.205 1.874 -2.299 -0.8 -0.3 0.8
H -6.883 -1.300 -4.643 -0.2 0.1 0.1
H -5.804 0.044 -6.376 0.1 0.1 -0.1
H -3.795 1.408 -5.805 0.5 -0.3 0.1
H -4.126 0.111 -1.674 0.4 -0.1 -0.1
H -5.962 -1.324 -2.337 -0.4 0.1 0.1
C -3.636 -0.688 3.942 0.7 -1.1 -1.4
C -3.459 -1.891 4.611 -0.1 0.0 -0.5
C -3.290 -1.916 5.973 -0.4 0.9 0.6
C -3.328 -0.680 6.669 -0.8 0.6 -0.8
C -3.511 0.557 5.983 0.1 -1.5 -0.9
C -3.582 0.490 4.578 -0.1 1.5 1.9
N -3.420 -0.662 8.130 0.6 -0.4 3.5
O -3.629 0.440 8.658 0.2 -1.5 -1.0
O -3.247 -1.704 8.849 -0.5 2.3 -2.8
H -3.715 -0.647 2.865 -0.1 -0.4 -0.1
H -3.489 -2.795 4.020 0.1 -0.2 0.2
H -3.291 -2.873 6.474 0.3 0.2 0.4
H -3.712 1.561 6.328 0.4 -0.4 1.1
H -3.663 1.425 4.042 -0.1 0.0 -0.1
C 1.838 -4.901 -6.608 -1.1 1.5 0.4
C 2.611 -4.173 -5.688 0.8 -0.9 -1.0
C 2.071 -3.452 -4.664 0.6 0.4 1.0
C 0.726 -3.447 -4.517 0.1 -0.3 1.8
C -0.091 -4.176 -5.338 -0.7 0.6 0.1
C 0.434 -4.797 -6.473 0.4 -0.5 1.0
N 0.191 -2.704 -3.291 -0.9 0.5 -2.3
O 0.757 -2.825 -2.180 -1.1 0.4 -1.6
O -0.747 -1.960 -3.639 2.0 -1.4 2.6
H 2.310 -5.403 -7.439 -0.1 -0.1 0.0
H 3.689 -4.173 -5.755 0.1 -0.1 -0.2
H 2.657 -2.947 -3.911 0.4 0.1 -0.3
H -1.116 -4.215 -5.003 -0.4 -0.1 -0.7
H -0.311 -5.275 -7.092 0.4 -0.3 -0.4
```
Forces are in eV/Å.

Results
Gap between HOMO and LUMO (spin up / spin down), Ha: 0.2333 / 0.2403
Max |F|, Eh/bohr: 0.1618
HOMO (spin up / spin down), eV: -9.41 / -9.41
⟨S²⟩: 3.755
2S+1: 4
Energy, hartree: -5831.2894
Net charge: 0


Q: Number 1 is which compound?
A: C30H25Cl2F5HfN3O2PSSe


Q: Look up the 2S+1 of the third one.
A: 4


Q: Which formula does entry 3 have?
A: C30H25F4N7O18S4V